{"formula": "C2BrF6P", "method": "the ωB97M-V functional and the def2-TZVPD basis", "spin_multiplicity": 3, "orbital_gap_ev": [8.60, 8.18], "species": ["C", "C", "F", "F", "F", "F", "F", "F", "P", "Br"], "xyz": [[1.50043, -1.37431, 0.07065], [-0.87581, 1.47597, 0.01835], [2.27361, -0.39273, -0.35961], [2.04435, -2.02342, 1.07823], [1.14131, -2.17844, -0.91158], [-2.02793, 2.14205, -0.10611], [-0.39981, 1.25251, -1.20870], [-0.01222, 2.27509, 0.65295], [-1.09967, -0.12043, 1.03624], [-2.54424, -1.05631, -0.27043]], "atomic_forces_ev_per_a": [[0.204, 0.088, -0.207], [-0.329, -0.526, 0.322], [0.030, -0.203, 0.031], [0.117, -0.095, -0.114], [0.181, -0.039, 0.082], [-0.187, 0.235, -0.124], [0.121, -0.042, -0.260], [0.264, 0.138, 0.189], [-0.196, 0.609, 0.255], [-0.205, -0.165, -0.175]]}


{"formula": "C19H37O17PS", "method": "the ωB97M-V functional and the def2-TZVPD basis", "spin_multiplicity": 1, "orbital_gap_ev": 9.46, "species": ["O", "C", "C", "C", "P", "S", "C", "O", "H", "H", "H", "H", "H", "H", "H", "C", "O", "C", "O", "O", "C", "H", "H", "H", "H", "H", "H", "C", "O", "C", "O", "O", "C", "H", "H", "H", "H", "H", "H", "C", "O", "C", "O", "O", "C", "H", "H", "H", "H", "H", "H", "C", "O", "C", "O", "O", "C", "H", "H", "H", "H", "H", "H", "C", "O", "C", "O", "O", "C", "H", "H", "H", "H", "H", "H"], "xyz": [[3.35293, 0.17369, -1.60494], [2.49310, 0.95323, -1.86915], [1.14314, 0.73361, -2.52841], [0.33565, 1.61200, -1.53988], [-1.43516, 1.79409, -1.82258], [-2.32307, 3.10414, -0.69697], [1.21868, 2.85685, -1.62298], [2.55080, 2.28098, -1.54558], [1.15109, 1.30223, -3.46629], [0.80518, -0.29325, -2.63777], [0.49159, 1.24885, -0.51430], [-1.92670, 0.50074, -1.57405], [-1.61279, 1.96288, -3.20750], [1.16401, 3.36158, -2.59729], [1.06898, 3.61217, -0.85173], [-4.65310, 0.91509, 0.90425], [-4.97873, 0.46617, 2.22710], [-3.92279, 0.27329, 3.01500], [-2.77138, 0.43347, 2.70284], [-4.35320, -0.11460, 4.21692], [-3.30765, -0.34643, 5.16662], [-5.59329, 1.01517, 0.36868], [-4.14753, 1.87591, 0.93042], [-4.02942, 0.17931, 0.39742], [-2.73732, 0.56413, 5.33767], [-2.64703, -1.14081, 4.82304], [-3.79856, -0.65035, 6.08651], [-5.33571, -7.21052, 2.94611], [-6.00340, -5.97661, 2.67054], [-5.20985, -4.90491, 2.70699], [-4.02984, -4.91101, 2.94375], [-5.94766, -3.83036, 2.43597], [-5.21721, -2.59682, 2.43917], [-6.09441, -7.98498, 2.88260], [-4.55699, -7.39862, 2.20942], [-4.90597, -7.19942, 3.94592], [-4.43777, -2.61573, 1.67651], [-4.78639, -2.41274, 3.41751], [-5.92522, -1.81073, 2.20385], [8.47351, 0.30197, 3.43565], [7.82650, 0.97282, 2.35167], [6.52824, 0.68240, 2.22275], [5.90355, -0.06851, 2.92412], [6.05683, 1.36637, 1.18295], [4.66279, 1.15276, 0.90793], [9.50892, 0.62952, 3.41868], [8.01700, 0.57777, 4.38431], [8.42784, -0.77707, 3.30123], [4.06141, 1.46493, 1.76176], [4.47739, 0.11022, 0.67292], [4.42978, 1.77031, 0.05109], [7.84412, 2.49154, -0.87065], [8.27528, 2.42043, -2.23911], [8.45759, 3.59893, -2.82263], [8.29454, 4.67873, -2.31480], [8.85556, 3.38705, -4.08119], [9.09094, 4.58076, -4.82873], [7.74196, 1.47181, -0.52779], [8.58964, 3.00423, -0.26552], [6.88683, 3.00059, -0.79755], [9.87956, 5.17378, -4.36907], [8.18052, 5.17256, -4.90606], [9.40415, 4.26092, -5.81851], [-7.39952, -2.83987, -0.89165], [-6.85721, -2.94663, -2.21124], [-6.57335, -1.77765, -2.77939], [-6.71916, -0.69195, -2.27857], [-6.09188, -2.01178, -4.00124], [-5.74626, -0.83327, -4.73122], [-7.57806, -3.85126, -0.53922], [-6.69110, -2.34989, -0.22651], [-8.34227, -2.29626, -0.90524], [-4.96877, -0.27430, -4.21279], [-6.62000, -0.20141, -4.87828], [-5.37383, -1.17225, -5.69348]], "atomic_forces_ev_per_a": [[0.042, 0.113, -0.288], [-0.221, -0.034, -0.409], [-0.394, 0.435, 0.669], [0.595, 0.096, -0.308], [-0.653, 0.423, 0.857], [0.257, 0.149, -0.312], [0.200, 0.248, -0.504], [-0.021, 0.001, 0.486], [-0.026, -0.530, -0.191], [0.321, 0.015, -0.004], [-0.497, -0.174, -0.110], [0.204, -0.150, -0.348], [0.220, -0.154, -0.058], [-0.284, -0.083, 0.118], [0.180, -0.336, 0.151], [-0.151, 0.057, -0.198], [-0.035, -0.026, 0.060], [0.122, 0.250, 0.013], [-0.020, -0.091, -0.029], [-0.059, 0.048, -0.014], [0.035, -0.067, 0.151], [-0.062, -0.071, 0.112], [0.082, -0.100, 0.075], [0.085, 0.042, 0.046], [0.041, -0.014, -0.067], [0.035, 0.052, -0.042], [-0.076, 0.012, -0.047], [-0.018, -0.166, 0.016], [-0.012, 0.034, -0.014], [-0.009, -0.022, 0.005], [-0.022, 0.005, -0.002], [-0.024, 0.024, -0.063], [-0.050, -0.005, -0.163], [-0.056, 0.069, -0.019], [0.047, 0.047, 0.040], [0.061, 0.039, -0.028], [0.071, -0.053, 0.087], [0.067, -0.054, 0.019], [-0.145, -0.091, 0.059], [0.139, -0.019, 0.074], [-0.005, 0.007, -0.022], [0.007, 0.028, -0.037], [0.007, 0.016, 0.004], [-0.095, -0.057, 0.199], [0.001, 0.143, 0.163], [-0.025, 0.048, -0.070], [-0.054, -0.053, -0.012], [-0.071, 0.000, 0.031], [0.034, -0.085, 0.034], [0.000, -0.031, 0.033], [0.095, 0.016, -0.046], [0.107, -0.015, 0.000], [0.014, 0.023, -0.008], [-0.001, -0.026, -0.002], [0.001, -0.013, -0.014], [-0.006, -0.017, 0.012], [0.046, 0.050, -0.140], [0.017, -0.077, -0.124], [-0.051, 0.081, -0.014], [0.021, 0.056, -0.010], [-0.054, 0.032, 0.047], [0.017, 0.032, 0.069], [-0.010, -0.081, 0.033], [-0.095, -0.110, 0.244], [-0.018, 0.002, -0.033], [0.019, -0.035, 0.003], [0.031, -0.011, 0.001], [-0.002, -0.016, 0.015], [0.050, 0.048, -0.146], [0.087, -0.055, -0.135], [-0.040, 0.085, -0.027], [0.065, 0.109, -0.017], [-0.058, 0.036, 0.045], [0.013, 0.033, 0.072], [-0.017, -0.082, 0.032]]}


{"formula": "C4H6N2O", "method": "the ωB97M-V functional and the def2-TZVPD basis", "spin_multiplicity": 1, "de_lowest_kcal_mol": 68.0, "orbital_gap_ev": 9.37, "species": ["N", "C", "O", "C", "C", "C", "N", "H", "H", "H", "H", "H", "H"], "xyz": [[-2.29132, 0.47605, -0.63751], [-1.07643, 0.23807, -0.37603], [-0.71156, -1.04074, -0.24393], [0.69183, -1.29257, -0.31158], [1.42599, -0.47967, 0.73342], [1.19614, 1.00947, 0.54884], [0.02289, 1.20109, -0.06645], [-2.54772, 1.45501, -0.70541], [-0.27425, 2.14282, -0.30448], [1.04781, -1.02495, -1.31438], [0.79472, -2.36776, -0.17867], [1.08158, -0.74520, 1.74474], [2.49888, -0.70837, 0.71189]], "atomic_forces_ev_per_a": [[0.882, 0.264, -0.055], [0.141, 0.107, 0.446], [0.016, 0.155, 0.003], [0.300, -0.076, -0.018], [0.003, 0.076, -0.022], [-0.947, -0.285, -0.554], [-0.765, -0.477, -0.200], [0.243, 0.075, 0.169], [0.273, -0.047, 0.243], [0.009, -0.096, 0.079], [0.028, 0.050, 0.012], [0.015, 0.073, -0.112], [-0.197, 0.181, 0.011]]}


{"formula": "C19H36N7O6S2", "method": "the ωB97M-V functional and the def2-TZVPD basis", "spin_multiplicity": 1, "total_charge": -1, "de_lowest_kcal_mol": 71.3, "orbital_gap_ev": 7.37, "species": ["N", "O", "O", "O", "C", "C", "N", "H", "H", "H", "C", "C", "N", "H", "H", "H", "C", "C", "N", "H", "H", "H", "C", "C", "N", "H", "H", "H", "C", "C", "N", "H", "H", "H", "C", "C", "N", "H", "H", "H", "C", "S", "O", "C", "H", "H", "H", "H", "H", "H", "C", "S", "O", "C", "H", "H", "H", "H", "H", "H", "C", "C", "O", "C", "H", "H", "H", "H", "H", "H"], "xyz": [[-1.00565, -0.06298, 0.34831], [0.15413, 0.28033, 0.67183], [-1.58566, 0.38676, -0.62942], [-1.66221, -0.78980, 1.03751], [-5.21944, -3.29301, 2.91089], [-6.59289, -3.43781, 3.44677], [-7.67441, -3.53162, 3.89449], [-5.13496, -3.47963, 1.84031], [-4.64960, -4.14151, 3.28962], [-4.77821, -2.36241, 3.26781], [-1.71873, -4.34574, -1.99432], [-0.86680, -5.15814, -1.11288], [-0.24547, -5.85296, -0.44880], [-1.82151, -4.89364, -2.93098], [-1.30701, -3.36155, -2.21790], [-2.70746, -4.30022, -1.53778], [3.07881, -2.69388, -0.53375], [2.52627, -2.78956, -1.89830], [2.11260, -2.89934, -2.98712], [3.73756, -1.82554, -0.52183], [3.74777, -3.53354, -0.34517], [2.31566, -2.84490, 0.22972], [-2.69928, 1.31834, -5.43826], [-3.34800, 2.52785, -4.85178], [-3.85208, 3.52258, -4.45714], [-1.86611, 1.60534, -6.07981], [-3.38823, 0.82012, -6.12033], [-2.37628, 0.57713, -4.70726], [-6.04993, 0.28725, -1.11608], [-5.85092, -0.90211, -1.92543], [-5.66989, -1.84292, -2.58028], [-5.46955, -0.00354, -0.24047], [-7.07309, 0.54033, -0.83824], [-5.53706, 1.12264, -1.59271], [1.13780, -3.81785, 4.08530], [2.56902, -3.93528, 3.69586], [3.65622, -4.02165, 3.39693], [0.82795, -4.58733, 4.79240], [0.51063, -3.81183, 3.19383], [0.92290, -2.83066, 4.49441], [4.96313, 0.79509, 3.00326], [6.74275, 1.22299, 3.18323], [7.08050, 1.16814, 4.68592], [7.48191, -0.37743, 2.51114], [4.66423, 0.88112, 1.95858], [4.36464, 1.52440, 3.54916], [4.77534, -0.18352, 3.44503], [7.01849, -0.68040, 1.57223], [7.41253, -1.20909, 3.21231], [8.56424, -0.30547, 2.40386], [-2.09957, 3.91952, 1.88998], [-1.10343, 5.36551, 2.54354], [-1.13809, 5.12462, 4.07256], [0.52674, 4.58968, 1.98776], [-1.88970, 2.97628, 2.39432], [-1.99447, 3.89503, 0.80533], [-3.15653, 4.17605, 1.96169], [0.78769, 3.64885, 2.47236], [1.36336, 5.26472, 2.16804], [0.57112, 4.35434, 0.92439], [2.26701, 2.15377, -3.30028], [1.96395, 3.10989, -4.44185], [2.28824, 2.88277, -5.61147], [1.18196, 4.34030, -4.06433], [2.77698, 1.29791, -3.74246], [1.33598, 1.91604, -2.78573], [2.98003, 2.60222, -2.60848], [0.47375, 4.73586, -4.79239], [1.90188, 5.10934, -3.78437], [0.74848, 4.06376, -3.10323]], "atomic_forces_ev_per_a": [[0.450, 1.449, -0.125], [0.422, -0.008, -0.318], [0.212, 1.527, -2.602], [-1.104, -2.955, 3.037], [-0.291, -0.937, 0.499], [-2.286, -0.020, 0.635], [2.865, 0.209, -1.176], [-0.429, 0.720, -0.082], [0.160, 0.143, 0.466], [0.025, -0.079, -0.382], [0.051, -0.589, 0.036], [-0.307, 0.547, -0.518], [0.280, -0.195, 0.326], [0.008, 0.054, -0.055], [-0.039, -0.071, 0.326], [0.059, 0.363, -0.064], [0.419, -0.793, -0.687], [-0.855, -0.538, -1.864], [0.900, 0.322, 2.422], [-0.591, 0.300, 0.624], [0.082, -0.225, -0.385], [-0.065, 0.936, -0.085], [-0.412, 0.359, -0.224], [-1.098, 2.427, 0.867], [1.676, -3.418, -1.271], [0.158, 0.195, 0.324], [-0.284, 0.070, 0.181], [-0.021, 0.355, 0.200], [0.944, -0.304, 0.360], [-0.462, -1.287, -1.579], [-0.206, 1.176, 0.921], [-0.084, 0.642, 0.484], [0.081, -0.303, -0.274], [-0.137, 0.054, 0.077], [0.321, 0.508, -0.469], [-3.120, 0.225, 0.952], [2.151, -0.150, -0.615], [0.159, 0.018, -0.191], [0.096, -0.496, -0.102], [0.385, -0.030, 0.322], [0.371, 0.054, 0.236], [0.672, -1.525, 1.904], [-0.644, 0.249, -2.218], [-0.191, 0.136, 0.212], [0.164, -0.307, -0.057], [0.347, 0.153, 0.132], [0.051, -0.051, -0.243], [0.017, 0.239, -0.055], [-0.755, 0.286, 0.377], [-0.075, 0.740, -0.288], [-0.413, 1.359, -0.635], [0.724, -3.474, 2.001], [0.069, 0.988, -2.302], [0.217, 0.377, -0.253], [0.335, 0.289, -0.050], [0.614, -0.384, -0.029], [-0.019, 0.086, 0.676], [-0.702, 0.057, 0.479], [-0.270, 0.329, 0.240], [-0.550, 0.254, -0.166], [0.485, 0.183, -0.956], [0.165, -0.279, -2.065], [-0.356, 0.215, 1.841], [0.414, -0.267, 1.025], [-0.340, -0.216, 0.201], [0.185, -0.257, 0.126], [-0.195, 0.224, 0.212], [0.158, -0.301, 0.033], [0.136, 0.225, -0.248], [-0.724, 0.415, -0.120]]}


{"formula": "C22H19N2O5Pm", "method": "the ωB97M-V functional and the def2-TZVPD basis", "spin_multiplicity": 5, "total_charge": 2, "orbital_gap_ev": [7.30, 7.33], "species": ["Pm", "C", "O", "C", "C", "C", "C", "C", "C", "O", "C", "O", "C", "H", "H", "H", "H", "H", "H", "H", "H", "H", "O", "C", "O", "C", "C", "C", "C", "C", "C", "N", "C", "C", "C", "C", "C", "C", "N", "H", "H", "H", "H", "H", "H", "H", "H", "H", "H"], "xyz": [[0.38601, 0.44870, -1.34294], [6.31840, -3.08984, 2.49715], [5.54983, -2.70741, 1.33408], [4.48891, -1.95060, 1.47321], [4.04433, -1.43659, 2.71546], [2.90301, -0.70013, 2.73715], [2.14007, -0.40888, 1.56706], [0.93490, 0.30009, 1.72509], [0.39791, 0.67931, 3.07040], [0.18402, 0.66315, 0.72189], [2.64828, -0.92054, 0.31636], [2.00481, -0.67978, -0.84313], [3.77925, -1.68070, 0.29473], [7.08815, -3.75425, 2.12776], [5.68782, -3.61468, 3.21136], [6.77191, -2.21164, 2.95173], [4.59253, -1.61996, 3.62679], [2.56758, -0.31299, 3.68902], [0.38741, -0.16921, 3.75160], [-0.61025, 1.06468, 2.95682], [1.01675, 1.46144, 3.51795], [4.13902, -2.08039, -0.64421], [-4.95912, -4.38628, 0.59042], [-5.44995, -3.20243, 0.19131], [-6.62558, -3.00303, 0.17891], [-4.48396, -2.15792, -0.32361], [-3.10640, -2.30553, -0.35661], [-2.32083, -1.27313, -0.83803], [-2.89188, -0.09186, -1.29523], [-4.27079, 0.05200, -1.27330], [-5.05532, -0.97614, -0.78860], [-1.97535, 0.89986, -1.75321], [-2.28537, 2.09619, -2.04444], [-1.25033, 3.08077, -2.43535], [-1.62748, 4.35063, -2.80732], [-0.64624, 5.27270, -3.16446], [0.67776, 4.88848, -3.12089], [0.97819, 3.59596, -2.71840], [0.04848, 2.70177, -2.38373], [-4.00107, -4.44423, 0.51197], [-2.61818, -3.20878, -0.01253], [-1.25149, -1.42666, -0.85410], [-4.75010, 0.95069, -1.64170], [-6.13332, -0.88868, -0.76322], [-3.30806, 2.46613, -1.99201], [-2.67672, 4.61732, -2.82978], [-0.92118, 6.27434, -3.46953], [1.47470, 5.56858, -3.38912], [2.00894, 3.26945, -2.67276]], "atomic_forces_ev_per_a": [[-0.415, 0.666, -2.002], [-0.064, 0.077, -0.093], [0.143, -0.086, 0.110], [0.005, -0.106, 0.101], [0.025, 0.030, -0.075], [-0.048, 0.024, 0.028], [-0.059, -0.014, 0.106], [-0.154, 0.013, 0.053], [0.027, 0.094, -0.046], [0.543, -0.124, 1.225], [-0.244, 0.039, -0.150], [0.980, -0.588, 1.069], [0.248, -0.070, -0.141], [0.036, -0.024, -0.050], [-0.034, -0.024, 0.006], [0.015, 0.030, 0.009], [-0.016, -0.006, -0.028], [0.002, -0.014, -0.027], [-0.006, 0.003, 0.003], [-0.024, 0.006, -0.015], [-0.006, -0.032, -0.008], [0.014, -0.005, 0.054], [0.055, 0.130, 0.083], [-0.081, -0.325, -0.397], [-0.012, 0.120, 0.170], [-0.037, 0.023, 0.143], [0.052, -0.047, 0.065], [-0.296, 0.022, -0.072], [0.048, 0.121, -0.077], [-0.204, 0.112, -0.061], [-0.039, 0.049, -0.023], [-0.431, -0.410, 0.142], [-0.041, 0.372, -0.075], [-0.132, -0.181, 0.109], [-0.108, 0.189, -0.120], [-0.086, 0.073, -0.012], [0.032, 0.075, -0.026], [0.025, -0.039, -0.041], [-0.068, 0.112, 0.016], [-0.041, -0.022, 0.022], [0.024, 0.038, -0.010], [0.274, -0.194, 0.024], [0.011, -0.046, 0.020], [0.010, 0.000, 0.005], [-0.008, 0.002, -0.047], [0.043, 0.014, 0.001], [-0.001, -0.033, 0.011], [-0.025, -0.025, 0.009], [0.072, -0.019, 0.013]]}


Per-record total energy, hartree: -3590.692660 -2764.821436 -340.686575 -2376.458875 -1943.379772